{
  "formula": "C86H189N5O17P3",
  "method": "wB97M-V/def2-TZVPD",
  "e_lumo_ev": -6.854,
  "molar_mass_da": 1658.40,
  "charge": 3,
  "gap_ev": 1.05,
  "spin_multiplicity": 1,
  "elements": ["P", "P", "P", "O", "O", "O", "O", "O", "O", "O", "O", "O", "O", "O", "O", "O", "O", "O", "O", "O", "N", "N", "N", "N", "N", "C", "C", "C", "C", "C", "C", "C", "C", "C", "C", "C", "C", "C", "C", "C", "C", "C", "C", "C", "C", "C", "C", "C", "C", "C", "C", "C", "C", "C", "C", "C", "C", "C", "C", "C", "C", "C", "C", "C", "C", "C", "C", "C", "C", "C", "C", "C", "C", "C", "C", "C", "C", "C", "C", "C", "C", "C", "C", "C", "C", "C", "C", "C", "C", "C", "C", "C", "C", "C", "C", "C", "C", "C", "C", "C", "C", "C", "C", "C", "C", "C", "C", "C", "C", "C", "C", "H", "H", "H", "H", "H", "H", "H", "H", "H", "H", "H", "H", "H", "H", "H", "H", "H", "H", "H", "H", "H", "H", "H", "H", "H", "H", "H", "H", "H", "H", "H", "H", "H", "H", "H", "H", "H", "H", "H", "H", "H", "H", "H", "H", "H", "H", "H", "H", "H", "H", "H", "H", "H", "H", "H", "H", "H", "H", "H", "H", "H", "H", "H", "H", "H", "H", "H", "H", "H", "H", "H", "H", "H", "H", "H", "H", "H", "H", "H", "H", "H", "H", "H", "H", "H", "H", "H", "H", "H", "H", "H", "H", "H", "H", "H", "H", "H", "H", "H", "H", "H", "H", "H", "H", "H", "H", "H", "H", "H", "H", "H", "H", "H", "H", "H", "H", "H", "H", "H", "H", "H", "H", "H", "H", "H", "H", "H", "H", "H", "H", "H", "H", "H", "H", "H", "H", "H", "H", "H", "H", "H", "H", "H", "H", "H", "H", "H", "H", "H", "H", "H", "H", "H", "H", "H", "H", "H", "H", "H", "H", "H", "H", "H", "H", "H", "H", "H", "H", "H", "H", "H", "H", "H", "H", "H", "H", "H", "H", "H", "H", "H", "H", "H", "H", "H", "H", "H", "H", "H"],
  "xyz": [[0.8251, 9.4089, -0.1480], [2.0857, -8.9785, 2.9261], [-2.3241, 3.7933, -7.1143], [-4.5383, -1.1807, 6.1496], [-5.9026, 1.4219, -0.7669], [-0.1401, 1.6842, 6.0738], [-4.8762, 0.7973, 1.1315], [1.8971, -2.1798, 6.2450], [3.0976, -2.6420, 8.0250], [-2.8780, -3.0110, -1.9072], [-4.0505, -4.5465, -2.9670], [1.9610, -5.0577, -5.8225], [0.0828, 0.5050, 4.2846], [-0.5784, 2.6193, 4.1098], [-5.6216, 4.5233, 5.5396], [-5.4621, -0.9811, 4.3854], [-3.2386, -0.5554, 4.3267], [-2.6689, -3.3541, -4.1533], [3.8617, -1.3204, 6.3729], [-6.3635, 2.4164, 1.2232], [-4.8926, 3.6628, 3.5028], [7.5831, -1.2627, 6.1156], [1.7051, -3.4912, -4.0321], [-1.1123, -0.6667, 0.4216], [-6.3217, -3.8513, 0.5261], [-4.6436, 1.4373, -4.7981], [-0.3842, 10.2502, 2.2793], [8.0935, -0.6332, 8.4887], [0.8047, 10.4603, 1.3623], [-0.2501, -5.8423, 1.2236], [2.2868, -3.9836, -5.3356], [2.9126, -2.0802, 6.9199], [3.0501, 3.4163, -7.5004], [0.8106, -14.1076, 1.9311], [2.3652, -10.6709, 2.3673], [-4.3564, -0.9148, 4.9583], [2.0167, -2.7087, 1.7437], [1.1214, -9.1306, 4.4900], [-7.1616, -4.0263, -0.7683], [2.2780, 9.8608, -1.1910], [1.6826, -9.6155, 5.8444], [-3.5353, 5.7005, -12.2668], [-0.3882, 4.6248, -3.3527], [0.3028, -1.3058, 0.4127], [-0.0138, -5.7392, -0.3330], [-0.2522, 1.6747, 4.8298], [-5.8930, -6.0907, 1.2649], [-3.2473, -3.6132, -2.9431], [-0.8624, 0.9558, -1.3170], [2.6234, -10.7837, 5.7343], [1.5721, 5.1986, -0.4726], [-8.9117, -1.9309, -3.1853], [7.4907, -1.0654, 3.5693], [-0.8153, 9.7265, -1.0254], [0.4143, 3.4631, -8.2057], [1.2468, -11.6301, 2.3889], [-4.6311, -5.7136, 0.5627], [-4.6497, 0.0685, -3.9729], [0.4927, -4.1354, -3.5073], [-5.7583, 1.4691, 0.5958], [5.9472, -7.2308, 2.6821], [6.9630, -0.7307, 7.4579], [4.8376, 9.5592, -1.4835], [3.5849, 9.3928, -0.5629], [-0.9207, 2.6855, -7.7005], [1.6462, 2.7327, -7.4951], [5.8344, -5.7282, 2.9933], [-6.4650, -2.3547, 1.0357], [-0.7154, 9.7664, -2.5313], [1.2096, 4.7615, 1.0193], [-7.0315, 2.8828, 4.2736], [-2.6513, 5.0109, -8.3455], [1.3293, -7.9739, 1.6147], [-1.4073, 1.6831, -0.1013], [-2.1537, 9.8878, -3.1701], [-5.8653, 3.7451, 4.6306], [-1.4242, 11.4586, 2.3684], [-3.0237, 8.7588, -3.1773], [-1.2298, 3.9610, -4.5103], [5.2070, 11.0173, -1.9376], [-2.7906, 4.5929, -9.8850], [3.6132, -8.1009, 3.4230], [0.8793, -1.7169, 1.8410], [-4.8329, -4.2706, 0.2541], [9.0564, -0.7548, 6.2715], [-3.2682, 5.9050, -10.7385], [-1.0903, 0.7276, 1.0867], [1.7910, -12.9159, 1.7854], [-3.7473, 2.8432, -6.6482], [1.0602, 4.8235, -3.8986], [-2.2688, -1.6002, 1.0161], [0.9992, 7.6767, 0.3563], [4.7233, -7.9764, 2.3726], [-1.7219, 4.8775, -5.6973], [-0.8766, 12.7088, 3.0296], [9.3924, -0.7788, 7.7308], [0.9040, -6.4713, 1.9750], [6.8123, -0.7000, 4.8191], [5.4089, -0.8690, 2.0177], [2.3922, -3.2589, 3.1654], [-3.5150, 1.5527, -5.8511], [-1.3638, -0.3666, -1.0500], [3.4901, -3.1020, -5.6957], [-3.7061, 2.6667, 3.7457], [-7.0171, -3.1342, -2.0017], [7.5202, -2.8434, 6.1866], [3.1500, -11.2152, 7.1245], [7.0127, -0.6363, 2.1898], [0.9298, 6.6304, -0.8337], [-6.6535, -4.8479, 1.6731], [-8.1729, -3.2610, -3.0169], [-2.0553, -1.7904, 2.0679], [1.7374, -2.4820, -4.0579], [-7.1112, -5.0975, -0.9631], [-4.4891, 2.0968, -3.9441], [1.2430, -0.8727, 2.4267], [1.2003, 4.4836, -1.2065], [3.3394, -2.0281, -5.5856], [-3.6105, 5.3339, -7.9408], [5.7228, 9.2279, -0.9405], [6.3321, -7.5719, 3.6431], [1.7964, 1.7731, -7.9898], [0.8698, -4.9710, -2.9176], [-0.7426, 1.8621, -7.0088], [-0.8128, 3.0089, -4.8387], [0.5056, 3.4104, -9.2906], [1.9313, -7.9397, 0.7067], [-9.8643, -2.0946, -3.6889], [0.7345, -8.1337, 4.7010], [-4.0173, 4.7363, -12.4283], [-1.3861, 2.3016, -8.6083], [-1.9842, 5.8715, -8.2971], [0.3093, -11.2752, 1.9608], [0.2410, -2.2528, -0.1235], [-2.5145, 6.6816, -10.6082], [-5.2441, -0.6498, -4.5376], [8.4700, -0.5874, 3.5924], [-3.2472, -1.1728, 0.7968], [-1.8553, -2.8563, -4.0448], [-2.0933, -2.5865, 0.5866], [-3.6250, 3.8924, -9.9200], [-0.1375, 6.5322, -1.0316], [0.9275, -0.6532, -0.1972], [1.7553, -5.8096, 1.8149], [9.9257, -1.7241, 7.8311], [-1.1264, -6.4847, 1.3102], [0.2960, 0.5254, 5.2204], [-4.6175, -6.2693, -0.3749], [1.7382, 10.2378, 1.8793], [-7.5655, 2.7535, 5.2150], [-2.1675, 3.6012, -4.0869], [-6.8941, 1.8709, 3.8927], [2.4133, -3.6047, -3.3210], [6.7223, -7.3981, 1.9343], [7.9481, -1.5206, 9.1048], [-1.6594, 0.7234, 2.0164], [1.0214, -9.8156, 6.6875], [-2.4570, 5.6545, -5.4878], [1.7389, 4.0045, -4.1368], [1.4174, 6.9638, -1.7497], [-7.6974, 3.4009, 3.5836], [-5.5935, 1.6059, -5.3053], [-4.0773, 8.9795, -3.3490], [-3.4792, -0.1424, 3.4941], [-2.5719, 5.7039, -12.7766], [6.8240, 0.3808, 4.9593], [7.6190, -1.0677, 1.3933], [5.0858, -1.9009, 2.1551], [-1.2086, 10.6591, -0.6209], [-5.6502, -6.8105, 2.0465], [-3.7657, -6.0121, 1.1544], [0.8681, 11.4900, 1.0105], [0.1447, -2.2732, 2.4232], [4.0954, -8.7010, 4.1947], [6.4803, -3.1079, 5.9950], [-9.0812, -1.3755, -2.2628], [3.4008, -7.1980, 3.9956], [-0.0547, 0.9367, 1.3547], [2.2083, 10.9424, -1.3071], [2.8139, -2.4345, 3.7405], [-3.7294, 1.9588, 2.9171], [3.8762, 9.9434, 0.3316], [2.8287, 4.2597, -6.8464], [1.0621, -14.7942, 1.1227], [-0.6589, -4.8577, 1.4505], [-0.9605, 2.6544, 0.1111], [9.0424, 0.2755, 5.9162], [4.8964, -0.2436, 2.7486], [-0.2206, 3.9890, -2.4834], [0.5154, 4.5333, -8.0256], [-0.9096, 5.4837, -6.0982], [2.1629, 9.6187, -2.2476], [8.2096, -3.2559, 5.4499], [-8.4340, -1.1855, -3.8211], [-4.2795, 2.6691, -7.5833], [-4.2322, -3.6120, 0.8812], [5.0727, -0.5166, 1.0426], [5.8241, -1.1500, 4.9147], [-1.9140, 4.1710, -10.3766], [2.8350, -2.2316, 1.2044], [-2.2554, 11.0876, 2.9682], [0.1621, 4.9463, 1.2576], [2.3384, -11.6408, 7.7146], [-5.4367, 3.3780, 2.7009], [0.2423, 7.4424, 1.1049], [6.1294, 11.1774, -2.4958], [7.5800, -2.1486, 3.4869], [-2.5844, 1.6103, -5.2865], [-0.8488, 9.2946, 2.0366], [4.5014, 11.3916, -2.6793], [-2.6707, 10.7939, -2.8540], [-0.6007, -4.9781, -0.8473], [4.0246, -3.2023, -6.6403], [3.9205, -11.9819, 7.0433], [4.9809, -8.9779, 2.0282], [1.9563, -12.7100, 0.7279], [6.0449, -1.1920, 7.8218], [0.5121, -8.5945, 1.2469], [3.5381, -10.3533, 7.6673], [1.8515, 5.1002, 1.8325], [-1.7236, 11.5791, 1.3273], [-5.2207, 0.7658, -0.9286], [-5.0259, 0.2185, -2.9609], [7.2349, 0.4261, 2.0893], [-3.6393, -0.3310, -3.8863], [1.0035, -5.3687, -0.4591], [5.1213, 11.7213, -1.1098], [1.2756, 3.6746, 0.9710], [3.8225, 2.9624, -6.8796], [-0.2272, -13.7890, 1.8342], [-8.1737, -3.8250, -0.4172], [6.8852, -5.4382, 2.9965], [5.3758, -5.1551, 2.1875], [-7.4887, -1.9806, 1.0331], [1.5936, -3.7827, 3.6907], [9.6255, -1.4013, 5.6035], [3.3338, -10.9492, 2.7825], [-6.5232, -6.7171, 0.6336], [-1.5297, 13.5750, 2.9239], [-3.7260, 2.1968, 4.7290], [0.9609, 5.3434, -4.8515], [0.0435, 10.1508, 3.2769], [-0.1571, -4.3556, -4.3542], [4.3046, -3.4458, -5.0582], [-3.4721, 0.6231, -6.4187], [-0.1868, 10.6537, -2.8794], [-5.9072, -2.3378, 1.9720], [-1.4876, 8.9953, -0.5766], [-1.4556, 1.1465, -2.2114], [0.9687, -11.8517, 3.4193], [-2.4961, 1.7347, -0.0960], [4.7579, 8.9532, -2.3860], [6.6354, 0.2625, 7.1511], [0.6644, -6.5436, 3.0359], [-5.7877, -1.7903, 0.3947], [3.5990, 8.3210, -0.3648], [0.1904, 1.0689, -1.5755], [7.7356, -3.1282, 7.2164], [-0.7269, 12.3082, 4.0322], [-0.9595, -1.1481, -1.6934], [-3.1689, 8.2611, -2.2184], [0.2379, -9.7240, 4.2549], [-4.1374, 6.3645, -10.2680], [1.6841, 5.5117, -3.3282], [10.0670, 0.0377, 7.9883], [-7.7392, -4.9411, 1.7015], [3.1865, -4.0041, 3.2080], [2.7526, -13.1447, 2.2448], [7.9897, 0.2830, 9.0701], [2.6271, -10.4848, 1.3257], [-4.5892, 4.5893, 3.2392], [1.9862, 7.6643, 0.8187], [-6.8627, -2.1346, -1.5956], [2.2019, -11.6879, 5.2952], [2.1955, -8.7155, 6.1835], [5.3219, -5.5667, 3.9417], [-7.6836, -3.3885, -3.9825], [-8.7620, -4.1696, -2.8918], [-6.1104, -3.1887, -2.6043], [4.2993, -7.4327, 1.5283], [-6.3869, -4.3976, 2.6293], [3.2452, -1.1464, 5.6579], [-2.7720, 8.0214, -3.9395], [-4.4297, 3.5197, -6.1336], [3.5218, 3.7393, -8.4284], [1.7119, -3.4495, 1.0045], [-4.5709, -3.9004, -0.7371], [-2.4457, -0.3931, -1.1794], [0.0420, 13.0779, 2.5734], [-2.1868, 10.2678, -4.1912], [-0.2435, -6.6757, -0.8413], [3.3901, -10.5233, 5.0045], [-2.8570, 3.3402, 3.6300], [-0.1336, 8.9367, -2.9328], [-0.0096, -3.4649, -2.8100], [0.8547, -14.7498, 2.8108], [1.4208, 2.3383, -6.5043], [-0.8289, 5.5195, -2.9129], [2.6598, 5.1276, -0.4750], [-4.2101, 6.4002, -12.7600]],
  "forces_ev_per_a": [[-0.828, 0.619, -0.369], [0.732, 0.600, 1.963], [3.373, 0.481, 1.045], [4.697, 0.100, 2.404], [-0.200, -0.530, -0.007], [0.180, 0.043, 0.487], [1.151, -1.936, -0.692], [-1.662, 0.155, -2.207], [1.292, 0.665, -0.543], [1.223, 1.315, -0.277], [-0.437, 0.144, -0.468], [0.422, 3.814, 1.971], [0.280, -0.992, -2.187], [-0.821, 1.295, -1.823], [-0.898, -2.168, -2.209], [-1.046, 0.807, -5.873], [2.200, 0.351, -0.178], [0.833, 0.457, -1.401], [2.328, 1.381, -0.959], [0.130, -1.243, -1.503], [0.503, -0.471, 0.323], [-0.251, -1.023, 0.970], [0.707, 0.461, 0.193], [-0.011, -1.034, 0.055], [0.773, 0.762, 0.128], [0.542, -1.602, 1.328], [-0.477, 0.898, 1.078], [-1.042, -1.510, -0.199], [0.654, -0.160, -1.001], [-1.549, -0.859, -2.574], [1.284, -3.114, -2.602], [-1.505, -3.575, 4.715], [-1.239, 1.007, 1.519], [0.442, -0.166, -0.729], [1.310, 2.511, -1.380], [-5.475, -1.258, 3.141], [0.321, -0.436, -0.181], [-1.823, 0.427, -0.021], [-0.627, -1.005, 1.024], [-0.639, 0.486, 0.284], [1.366, 0.527, -0.500], [0.426, -0.810, 0.912], [1.614, -1.282, -1.166], [-0.540, -0.926, 2.178], [0.213, 0.162, 0.772], [-1.799, 4.605, -0.282], [-1.258, -1.832, 0.922], [-0.930, -2.120, 1.738], [-0.858, 1.627, -0.800], [0.634, -0.743, 0.509], [-1.048, 1.347, 2.068], [-1.085, 0.078, 0.028], [1.920, -0.872, -1.353], [1.229, -0.040, 1.185], [0.743, -1.400, 1.708], [-0.306, -1.261, 1.564], [-0.384, -0.486, -1.207], [-0.001, 0.721, -1.590], [-0.614, -0.086, 0.294], [-0.376, 4.456, 2.928], [1.109, 0.931, 2.019], [-0.165, 1.645, -1.265], [0.673, 1.356, -0.606], [1.781, 0.221, -1.107], [-0.249, 2.096, -0.859], [0.800, -1.075, -1.671], [0.267, -0.562, -0.961], [2.160, -1.647, -0.642], [-1.478, 0.389, -1.173], [-0.476, -0.833, -1.811], [-1.129, -0.094, 2.108], [-0.347, -0.037, -2.217], [-1.165, 0.917, -0.657], [-0.149, 0.148, 1.632], [1.504, 2.910, -0.742], [0.525, 1.395, 0.975], [0.803, -1.622, -1.258], [-2.470, -2.891, 0.691], [-1.667, 0.825, 1.253], [-1.448, -0.089, -0.171], [-1.761, 2.019, 0.040], [1.220, -0.788, 0.624], [-0.288, 0.573, -0.702], [0.158, 3.044, -0.190], [-1.724, 0.177, -1.520], [0.175, -0.458, 0.306], [1.290, -0.152, -0.846], [-1.196, -0.572, 0.157], [-0.468, -0.247, -0.736], [-0.182, 1.815, -0.661], [2.379, -0.103, -0.280], [0.378, -0.426, -1.181], [-1.975, 0.020, -1.619], [1.039, -1.377, -0.285], [0.210, -0.639, -0.515], [0.936, -0.222, -0.410], [0.366, -0.724, 0.638], [-0.065, -0.345, 2.162], [1.892, 0.709, -0.088], [0.601, 0.136, -1.010], [-0.419, 0.060, 1.428], [-0.777, -2.814, 0.769], [0.199, -0.184, -0.081], [0.050, 1.455, -0.879], [1.465, 0.524, 0.351], [-0.262, 1.999, -0.158], [0.087, 0.321, -0.611], [-2.899, 0.688, 0.158], [0.894, -0.601, 1.119], [-0.739, 0.641, -0.951], [1.035, 1.072, -0.382], [-0.263, 0.882, 0.226], [-0.909, 0.695, -0.417], [0.082, 0.026, -0.358], [-0.128, 1.052, -0.666], [-0.570, 0.216, 0.076], [-0.026, -0.024, 0.291], [-0.202, -0.073, 0.397], [-0.434, 0.548, -0.527], [-0.212, -0.430, 0.167], [0.462, -0.676, -0.061], [-0.314, -0.178, -0.581], [-0.629, -0.363, -0.452], [0.123, 0.203, -0.055], [0.720, 0.366, -0.337], [-0.078, -0.445, 0.063], [0.739, -0.260, 0.300], [-0.219, 0.016, 0.211], [-0.193, 0.208, -0.227], [0.144, -0.197, -0.019], [-0.032, -0.480, -0.006], [0.206, -0.187, 0.414], [0.198, 0.085, -0.546], [-0.490, -0.067, -0.245], [0.331, -0.079, -0.074], [-0.004, -0.269, 0.413], [0.527, -0.580, 0.270], [0.218, 0.201, 0.105], [-0.281, 0.447, 0.378], [-0.371, 0.209, -0.732], [0.149, -0.298, -0.315], [0.027, -0.353, -0.198], [0.117, 0.252, 0.435], [0.362, -0.223, 0.421], [-0.106, 0.031, 0.996], [-0.155, -0.130, 0.258], [2.145, -4.860, 2.915], [0.430, -0.016, -0.044], [0.133, 0.082, -0.014], [-0.312, 0.059, -0.042], [-0.214, 0.041, 0.433], [0.911, 0.179, -0.217], [0.796, -0.597, 0.260], [-0.171, -0.099, -0.075], [0.223, 0.385, 0.618], [-0.215, 0.233, -0.327], [-1.041, 0.129, -0.738], [-0.450, -0.456, 0.517], [-0.700, -0.742, 0.392], [-0.037, 0.466, 0.058], [0.195, 0.213, -0.148], [-0.137, 0.049, 0.390], [0.031, 0.581, -0.512], [-0.631, -0.211, -0.097], [-0.159, -0.069, -0.232], [-0.373, -0.036, 0.179], [-0.176, -0.549, 0.231], [0.240, -0.059, 0.047], [0.245, 0.261, -0.118], [-0.311, 0.492, 0.623], [0.143, 0.671, -0.102], [0.081, 0.139, -0.074], [-0.565, 0.604, -0.021], [-0.346, -0.436, 0.341], [0.061, 0.008, -0.118], [-0.244, -0.351, 0.253], [-0.457, 0.370, -0.489], [-0.021, -0.329, 0.422], [0.245, 0.366, 0.564], [-0.661, -0.030, 0.373], [-0.273, -0.011, 0.244], [-0.597, -0.074, 0.302], [0.420, 0.945, -0.437], [-0.384, -0.072, -0.145], [0.850, 0.075, 1.165], [-0.201, 0.046, -0.083], [-0.028, -0.071, -0.361], [-0.027, -0.099, 0.112], [-0.862, -0.608, -0.153], [-0.621, 0.098, 0.586], [0.336, -0.292, -0.318], [-0.092, -0.935, 0.079], [-0.080, -0.024, 0.216], [0.659, -0.352, -0.120], [-0.049, -0.331, -0.223], [-0.167, -0.094, 0.488], [0.078, -0.113, -0.113], [-0.162, 0.406, 0.218], [0.150, -0.035, 0.487], [0.618, 0.128, 0.439], [-0.182, 0.044, -0.295], [0.013, 0.213, 0.118], [-0.074, 0.053, -0.041], [-0.523, -1.203, -1.153], [0.107, 0.010, 0.062], [0.399, -0.595, 0.612], [0.327, -0.175, 0.361], [0.210, -0.023, -0.087], [-0.472, 0.104, 0.197], [-0.526, -0.084, 0.008], [0.091, -0.029, 1.459], [-0.602, 0.044, 0.446], [-1.046, -0.585, -0.518], [0.041, 0.117, 0.011], [-0.025, -0.097, -0.085], [0.158, -0.253, -0.133], [0.137, -0.733, -0.550], [-0.664, 0.151, 0.234], [0.138, -0.073, 0.056], [0.023, 0.255, -0.350], [-0.541, 0.451, 0.027], [0.102, -0.379, -0.621], [-0.276, -0.032, -0.310], [-0.435, 0.262, -0.044], [0.132, -0.036, -0.030], [0.479, -0.492, -0.331], [0.380, -0.026, 0.127], [0.134, -0.120, 0.530], [-0.199, -0.912, -0.300], [0.017, 0.018, -0.211], [-0.175, -0.161, 0.130], [-0.125, 0.575, 0.585], [-0.306, 0.046, 0.019], [0.189, -0.388, 0.125], [-0.406, 0.758, 0.034], [0.344, 0.311, 0.210], [-0.293, -0.552, 0.456], [-0.135, 0.259, -0.322], [-0.386, -0.335, 0.587], [-0.247, 0.193, -0.115], [0.094, 0.134, -0.284], [-0.154, -0.288, 0.140], [-0.027, -0.468, 0.344], [-0.066, 0.199, 0.734], [-0.055, 0.296, -0.478], [0.177, 0.134, 0.345], [-0.758, 0.239, 0.584], [-0.106, -0.429, -0.463], [0.302, 1.033, -0.362], [0.014, 0.002, 0.224], [-0.106, 0.405, -0.579], [-0.125, -0.230, 0.052], [-0.001, 0.178, 0.157], [0.012, 0.686, 0.110], [-0.521, 0.270, -0.350], [-0.395, 0.041, 0.293], [0.100, -0.015, 0.437], [0.300, 0.006, -0.211], [0.281, 1.190, 0.403], [-0.112, -0.273, 0.320], [0.636, -0.348, 0.266], [-0.123, -0.064, -0.394], [-0.272, -0.427, 0.178], [-0.213, -0.038, 0.363], [0.189, -0.196, -0.204], [0.019, -0.300, -0.082], [0.332, -0.108, -0.741], [0.039, -0.030, -0.037], [0.120, -0.237, -0.003], [0.161, -0.146, -0.485], [0.632, 0.320, 0.541], [-0.041, -0.194, 0.268], [-0.864, 0.470, -0.115], [-0.658, 0.106, -0.088], [0.667, -0.237, 0.406], [0.170, 0.290, -0.073], [0.008, -0.463, -0.042], [-0.379, 0.343, 0.370], [0.402, -1.049, 0.549], [-0.268, -0.222, -0.555], [0.476, 0.147, -0.239], [0.217, 1.241, -1.406], [0.230, -0.245, 0.126], [0.116, 0.127, 0.367], [-0.550, -0.120, -0.101], [-0.159, -0.842, 0.209], [-0.166, -0.590, -0.214], [0.032, -0.082, -0.022], [0.376, -0.359, 0.180], [1.291, -0.399, -0.632], [0.537, -0.064, -0.082], [0.622, -0.003, 0.383], [0.376, -0.650, 0.441], [-0.293, -0.353, -0.048], [-0.039, 0.120, -0.076], [0.374, 0.579, 0.399], [-0.274, 0.870, 0.433], [0.004, 0.235, -0.635], [0.098, 0.661, -0.582], [0.234, 0.418, 0.490]]
}